A molecular structure, C21H33MnN6P2 in a non-equilibrium geometry. Source: the OMol25 dataset; level of theory: ωB97M-V/def2-TZVPD.

The HOMO-LUMO gap (spin up / spin down) comes out at 6.732 / 7.150 eV. The calculation puts the largest force on an atom at 1.7 eV Å⁻¹. Its energy above the lowest of the compared OMol25 structures with the same formula, charge and spin is 1.829 eV.

```
! RIJCOSX wB97M-V def2-TZVPD def2/J DEFGRID3
* xyz 2 5
Mn -0.373 -0.574 0.063
C 2.616 -0.650 -1.902
P 1.969 -0.211 -0.255
C 2.946 1.237 0.247
C 2.679 -1.496 0.859
C 2.280 -2.880 0.361
P 0.453 -2.931 0.042
C 0.417 -4.295 -1.186
C -0.093 -3.665 1.637
H 3.677 -0.888 -1.828
H 2.484 0.190 -2.584
H 2.071 -1.504 -2.305
H 3.990 1.047 -0.007
H 2.855 1.366 1.327
H 2.608 2.148 -0.250
H 2.291 -1.304 1.864
H 3.762 -1.370 0.898
H 2.538 -3.657 1.081
H 2.804 -3.105 -0.567
H 0.593 -5.238 -0.669
H 1.224 -4.135 -1.900
H -0.509 -4.351 -1.753
H 0.303 -4.677 1.723
H -1.174 -3.683 1.747
H 0.322 -3.062 2.449
N -4.063 1.859 -0.424
C -2.742 1.729 -0.428
N -2.427 0.444 -0.390
C -3.660 -0.177 -0.335
N -4.659 0.668 -0.364
C -3.893 -1.613 -0.263
C -5.194 -2.108 -0.402
N -5.445 -3.403 -0.371
C -4.418 -4.217 -0.182
C -3.134 -3.722 0.005
N -2.857 -2.419 -0.041
H -4.622 2.699 -0.454
H -2.059 2.558 -0.467
H -6.029 -1.432 -0.537
H -4.616 -5.281 -0.173
H -2.327 -4.406 0.213
C 2.261 3.170 -2.470
N 1.664 3.543 -1.197
C 1.913 4.890 -0.709
C 0.396 2.956 -0.855
C 0.231 2.505 0.596
C 0.320 3.371 1.684
C 0.138 2.921 2.986
C -0.161 1.592 3.249
C -0.264 0.721 2.175
C -0.081 1.178 0.874
H 2.490 4.051 -3.070
H 1.582 2.544 -3.054
H 3.202 2.621 -2.333
H 2.465 5.463 -1.451
H 2.501 4.892 0.214
H 0.972 5.418 -0.513
H 0.250 2.065 -1.471
H -0.418 3.665 -1.093
H 0.555 4.416 1.524
H 0.223 3.618 3.809
H -0.302 1.243 4.263
H -0.524 -0.335 2.361
*
```

2 unconnected molecules or ions with the total composition C3H4Cl2FN4 in a non-equilibrium geometry. Source: the OMol25 dataset; level of theory: ωB97M-V/def2-TZVPD.

The HOMO-LUMO gap (spin up / spin down) comes out at 8.291 / 7.490 eV. The calculation puts the largest force on an atom at 5.8 eV Å⁻¹. Its energy above the lowest of the compared OMol25 structures with the same formula, charge and spin is 2.391 eV.

```
! RIJCOSX wB97M-V def2-TZVPD def2/J DEFGRID3
* xyz 1 1
C -1.259 -1.048 -0.205
C 0.767 -0.649 1.016
C -0.497 1.161 0.126
N -1.452 0.194 -0.417
N -0.082 -1.532 0.499
N 0.462 0.619 0.968
N 0.900 1.063 -1.559
F 0.539 -0.128 -2.199
Cl 2.177 -1.214 1.893
Cl -0.983 2.762 0.352
H -2.148 -1.713 -0.190
H -0.029 -2.554 0.607
H 1.002 1.313 1.334
H 0.604 1.725 -2.224
*
```

A gas-phase ion, C3H8N3O (charge +1) in a non-equilibrium geometry. Source: the OMol25 dataset; level of theory: ωB97M-V/def2-TZVPD.

The HOMO-LUMO gap comes out at 11.588 eV. Its SMILES is NC1=[NH+][C@H](O)CN1. The calculation puts the largest force on an atom at 1.3 eV Å⁻¹. Its energy above the lowest of the compared OMol25 structures with the same formula, charge and spin is 0.000 eV.

```
! RIJCOSX wB97M-V def2-TZVPD def2/J DEFGRID3
* xyz 1 1
N 2.196 -0.782 0.207
C 0.891 -0.504 0.283
N 0.344 0.602 0.816
C -0.831 0.893 -0.090
O -1.727 1.765 0.453
C -1.338 -0.538 -0.275
N -0.068 -1.303 -0.199
H 2.557 -1.333 -0.553
H 2.831 -0.503 0.937
H 0.962 1.366 1.053
H -0.405 1.255 -1.035
H -1.770 2.581 -0.046
H -1.853 -0.686 -1.216
H -1.959 -0.830 0.570
H 0.171 -1.984 -0.906
*
```